## one
This record from the Open Molecules 2025 dataset describes a single H3N2OP molecule. The level of theory is ωB97M-V with the def2-TZVPD basis set.

Last columns: bonded neighbours and bond lengths (Å).
CARTESIAN COORDINATES (ANGSTROEM)
1 N -0.55 1.29 -1.85  P2 1.561
2 P -0.21 0.34 -0.65  N1 1.561, N3 2.061, O4 1.578
3 N 0.76 -1.12 0.42  P2 2.061, H5 1.023, H6 1.008
4 O -0.89 0.75 0.71  P2 1.578, H7 0.950
5 H 1.40 -0.83 1.15  N3 1.023
6 H 1.04 -1.82 -0.25  N3 1.008
7 H -1.55 1.38 0.47  O4 0.950

SMILES = N#P(N)O
HOMO energy (alpha / beta) = -9.7 / -9.7 eV


## two
This record from the Open Molecules 2025 dataset describes a single H3N2OP molecule. The level of theory is ωB97M-V with the def2-TZVPD basis set.

Last columns: bonded neighbours and bond lengths (Å).
CARTESIAN COORDINATES (ANGSTROEM)
1 N -0.81 0.37 0.93  N2 1.344, H5 1.014, H6 1.012
2 N 0.09 -0.28 0.17  N1 1.344, P3 1.559
3 P 1.12 0.32 -0.84  N2 1.559, O4 1.646
4 O 1.89 -1.09 -1.21  P3 1.646, H7 0.957
5 H -1.13 1.29 0.66  N1 1.014
6 H -1.56 -0.25 1.22  N1 1.012
7 H 2.59 -0.99 -1.86  O4 0.957

SMILES = N/N=P/O
HOMO energy = -8.3 eV


two is the most stable structure; the next one sits 1.986 eV above it.